C19H55Br3N9O3P3 as an isolated structure in a non-equilibrium geometry. Source: the Open Molecules 2025 dataset; level of theory: ωB97M-V/def2-TZVPD.

M (g mol⁻¹): 790.34
ΔE to the lowest compared entry with this formula, charge and spin (eV): 24.777
Lowest unoccupied orbital energy (hartree): -0.0092
HOMO level (eV): -7.59
HOMO-LUMO gap (hartree): 0.2698

XYZ file:
```
92
C19H55Br3N9O3P3, DFT ωB97M-V/def2-TZVPD
O 19.95168 21.86834 -10.80413
P 19.73858 22.48212 -12.14801
N 19.30046 24.07199 -12.08905
C 19.20362 25.10048 -13.20064
C 18.91225 24.67460 -10.79137
N 18.58738 21.72761 -13.13426
C 17.45693 22.41762 -13.89034
C 18.80327 20.35451 -13.50937
N 21.06691 22.42309 -13.29699
C 21.08308 22.86316 -14.65019
C 22.30635 21.71649 -12.94592
H 19.72505 24.88916 -14.13422
H 19.64891 26.00767 -12.79219
H 18.14526 25.30952 -13.35637
H 18.15025 25.43190 -10.97567
H 19.69547 25.32922 -10.40912
H 18.63480 23.91811 -10.05731
H 16.73099 21.80698 -14.42722
H 16.81074 22.90394 -13.15956
H 17.90688 23.15581 -14.55419
H 18.10747 19.99890 -14.26930
H 19.80655 20.24776 -13.92182
H 18.62873 19.70268 -12.65336
H 21.76080 22.33270 -15.31907
H 20.14764 22.82881 -15.20864
H 21.41964 23.89313 -14.76843
H 22.07402 21.10596 -12.07335
H 23.10031 22.43232 -12.73313
H 22.61497 21.06220 -13.76126
O 21.51188 19.89492 -14.67713
P 20.68650 18.91482 -15.42481
N 19.24555 19.75005 -15.95485
C 19.36081 21.05476 -16.68250
C 17.91885 19.16655 -16.14630
N 20.05483 17.74125 -14.39799
C 19.38816 18.26585 -13.12801
C 20.84465 16.59269 -14.08034
N 21.41020 18.10454 -16.76800
C 20.72408 17.78017 -17.96178
C 22.72921 17.50411 -16.61645
H 20.12259 21.65727 -16.18775
H 18.42939 21.61969 -16.72018
H 19.54846 20.87106 -17.74040
H 17.43440 19.49333 -15.22617
H 17.79077 18.09078 -16.02631
H 17.30328 19.50305 -16.98053
H 18.68273 19.03622 -13.43950
H 18.96494 17.52604 -12.44855
H 20.13363 18.82582 -12.56338
H 21.11562 16.07641 -15.00128
H 21.77427 16.89431 -13.59772
H 20.30259 15.87625 -13.46310
H 19.77257 17.33805 -17.66639
H 20.53694 18.72364 -18.47453
H 21.32703 17.11333 -18.57814
H 22.69453 16.41522 -16.58131
H 23.38376 17.90111 -15.84052
H 23.28279 17.91601 -17.46025
O 14.66439 22.12368 -8.11818
P 15.85973 22.54914 -8.79929
N 16.25982 21.76359 -10.31259
C 15.07681 21.41573 -11.13364
C 17.42482 20.94360 -10.57244
N 17.37811 22.29062 -7.96523
C 17.50859 21.16141 -7.03132
C 18.58833 23.10273 -8.33755
N 15.89573 24.27332 -9.15167
C 16.30313 24.86541 -10.44726
C 15.38526 25.15453 -8.17762
H 15.21420 20.91288 -12.09091
H 14.51545 22.33100 -11.32144
H 14.61167 20.63822 -10.52766
H 17.29915 20.13726 -9.84986
H 18.41031 21.38004 -10.40985
H 17.38639 20.66877 -11.62653
H 17.73433 20.29997 -7.65986
H 18.30156 21.36997 -6.31314
H 16.56281 20.93160 -6.54063
H 19.45320 22.44317 -8.40882
H 18.61051 23.49602 -9.35389
H 18.66226 23.87332 -7.57020
H 17.09516 25.61251 -10.39584
H 16.74602 24.12046 -11.10832
H 15.41997 25.37416 -10.83367
H 14.43560 25.62436 -8.43357
H 16.09987 25.88792 -7.80404
H 15.21824 24.67769 -7.21179
C 15.94219 19.46151 -13.20289
Br 14.24610 18.64163 -12.72154
Br 15.71958 20.94802 -14.38585
Br 17.22114 18.19526 -14.09892
H 16.41825 19.85669 -12.30550
```

A 2-piece molecular cluster, C2H4N4 overall in a non-equilibrium geometry. Source: the Open Molecules 2025 dataset; level of theory: ωB97M-V/def2-TZVPD.

M (g mol⁻¹): 84.08
ΔE to the lowest compared entry with this formula, charge and spin (eV): 4.157
Lowest unoccupied orbital energy (hartree): -0.0189
HOMO level (eV): -10.19
HOMO-LUMO gap (hartree): 0.3555

XYZ file:
```
10
C2H4N4, DFT ωB97M-V/def2-TZVPD
C -0.40906 0.76686 1.14153
C 0.26873 -1.59747 -0.69854
N -0.52398 2.06744 1.03191
N 0.02067 2.35830 -0.16118
N 0.36928 1.30940 -0.80676
N 0.05981 0.28953 -0.10174
H -0.87204 0.13306 1.94518
H -0.45438 -1.51065 -1.46754
H 1.29032 -1.84134 -1.11358
H 0.25066 -1.97513 0.23073
```